No. 1
C4H8NO3 | the ωB97M-V functional and the def2-TZVPD basis

```
16
Properties=species:S:1:pos:R:3:forces:R:3
N -1.20832 -2.76004 1.84222 0.237 -0.259 -0.217
C -0.78016 -1.69234 1.02665 -0.227 -0.054 0.221
O -1.71133 -1.06013 0.45201 -0.132 0.206 -0.081
O 0.44086 -1.49485 0.95524 0.291 0.002 -0.035
H -0.51089 -3.11470 2.46807 -0.074 -0.048 0.154
H -2.17599 -2.81806 2.09342 -0.033 0.131 0.083
C 2.57186 2.31627 -1.18718 -0.381 0.105 -0.055
C 1.06457 2.25232 -1.04823 0.091 0.148 -0.151
C 0.39855 1.10139 -0.97495 -0.304 -0.025 -0.018
O -0.94155 1.01685 -0.86186 0.341 0.336 0.168
H 3.04195 1.65053 -0.47261 0.181 -0.262 0.081
H 2.90463 2.03375 -2.19055 0.125 0.103 0.027
H 2.95187 3.31669 -0.96311 -0.059 -0.013 -0.125
H 0.49335 3.17644 -1.01030 0.072 -0.019 0.050
H 0.91979 0.14756 -1.03541 0.047 -0.033 0.268
H -1.18020 0.22652 -0.26913 -0.176 -0.319 -0.370
```
Positions in Å, forces in eV/Å.

Calculated values
Kohn-Sham gap ... 0.30694 Eh
2S+1 ... 1
Net charge ... -1



No. 2
C4H8NO3 | the ωB97M-V functional and the def2-TZVPD basis

```
16
Properties=species:S:1:pos:R:3:forces:R:3
C 1.98339 -0.29913 0.45024 4.396 -1.529 -0.846
O 1.87764 -1.31489 1.14726 -0.660 0.072 0.574
C 0.44074 0.60088 0.34178 -5.355 1.061 -0.656
C -0.62803 -0.42455 -0.02700 1.035 0.645 -0.255
C -0.62962 -0.67508 -1.48988 -0.396 0.016 -0.402
O -3.07590 -0.27115 1.04537 0.106 0.425 -0.009
O -0.40393 -1.74096 -2.01112 0.201 -0.692 0.011
N 0.50998 1.56640 -0.54068 2.112 -0.189 -1.570
H 2.19022 -0.45656 -0.63017 -0.941 -0.008 -0.107
H 2.75941 0.45333 0.74574 -0.959 0.557 0.614
H 0.12963 1.02146 1.31556 1.783 -0.629 0.973
H -0.54052 -1.37367 0.48025 -0.002 0.005 0.358
H -1.60636 0.08685 0.29235 -0.531 -0.805 0.241
H -0.87421 0.14447 -2.17894 -0.030 0.441 0.254
H 1.32405 2.17192 -0.40548 -0.682 0.659 0.862
H -3.45649 0.51068 1.46473 -0.077 -0.029 -0.042
```
Positions in Å, forces in eV/Å.

Calculated values
Kohn-Sham gap ... 0.16961 Eh
2S+1 ... 1
Net charge ... -1



No. 3
C4H8NO3 | the ωB97M-V functional and the def2-TZVPD basis

```
16
Properties=species:S:1:pos:R:3:forces:R:3
O -0.33763 -1.89355 0.96551 -0.360 0.109 -0.332
C 0.38408 -1.24391 0.22390 0.252 -0.182 1.074
C -0.14508 -0.06674 -0.60883 -0.985 0.022 0.011
C -1.53468 0.33936 -0.07873 -1.122 -1.645 -0.416
O -2.53840 -0.31287 -0.97821 0.973 1.305 -0.382
N 0.69056 1.08389 -0.80846 0.522 0.957 0.837
C 1.47129 1.43971 0.49962 0.412 -1.561 -1.190
O 2.21427 0.40669 0.90681 -0.444 0.216 0.503
H 1.44492 -1.49269 0.25963 0.199 0.164 -0.899
H -0.44593 -0.46265 -1.59201 0.482 -0.171 0.074
H -1.82476 -0.14485 0.85597 0.874 0.540 0.411
H -1.67045 1.41618 -0.04637 0.034 0.040 -0.234
H -3.15268 -0.72898 -0.39752 -0.635 -0.475 0.463
H 1.40342 0.91465 -1.50960 -0.008 -0.273 0.176
H 0.69895 1.79632 1.21106 -0.133 0.088 0.008
H 2.10666 2.26667 0.17920 -0.060 0.868 -0.106
```
Positions in Å, forces in eV/Å.

Calculated values
Kohn-Sham gap ... 0.25100 Eh
2S+1 ... 1
Net charge ... -1
Structure (SMILES) ... O=C[C@@H](CO)NC[O-]



No. 4
C4H8NO3 | the ωB97M-V functional and the def2-TZVPD basis

```
16
Properties=species:S:1:pos:R:3:forces:R:3
C -1.45555 -1.79144 -1.79494 -1.415 1.363 0.966
C -0.44868 -1.47398 -0.72419 2.394 2.890 -4.392
O 0.52513 -0.71927 -0.96940 -1.717 -1.192 0.578
N -0.62082 -2.03825 0.41053 0.065 -1.564 4.130
H -1.75155 -0.86298 -2.31023 0.217 -0.345 0.252
H -2.35224 -2.22061 -1.33410 0.004 -0.048 -0.288
H 0.10567 -1.85457 1.11561 -0.768 -0.312 -0.397
H -1.39542 -2.66222 0.59517 0.393 0.235 0.081
H -1.08098 -2.45055 -2.51784 0.728 -1.002 -0.931
C 0.88822 2.84153 0.89970 0.751 0.775 2.586
C 1.63417 1.57559 1.28793 -0.098 1.732 -2.727
O 2.47233 1.09683 0.50641 -0.539 -0.317 1.974
O 1.32593 1.03863 2.39156 0.592 -0.981 0.345
H 1.58346 3.71078 0.91303 -0.320 -0.667 0.062
H 0.05401 3.06680 1.59137 0.408 -0.169 -0.243
H 0.51631 2.74371 -0.06059 -0.693 -0.398 -1.996
```
Positions in Å, forces in eV/Å.

Calculated values
Kohn-Sham gap (spin up / spin down) ... 0.37469 / 0.23279 Eh
2S+1 ... 2
Net charge ... 0



No. 5
C4H8NO3 | the ωB97M-V functional and the def2-TZVPD basis

```
16
Properties=species:S:1:pos:R:3:forces:R:3
C -0.42203 2.58461 -0.30537 1.662 -0.111 0.437
C 0.96880 2.12479 -0.73861 -0.175 0.290 -0.449
O 1.61619 2.73839 -1.56545 -0.126 -0.086 0.009
N 1.47409 1.01201 -0.13449 -0.031 -0.306 -0.205
H -0.59803 2.13822 0.66500 -0.543 0.103 0.239
H -1.15791 2.28626 -1.03042 -0.311 -0.001 -0.265
H 2.23473 0.58896 -0.64492 0.124 0.038 0.236
H 0.89416 0.39242 0.40715 -0.026 0.108 -0.035
H -0.30971 3.66466 -0.23242 -0.527 -0.006 0.009
C -1.65319 -1.81553 -0.41348 -0.337 -0.223 0.235
C -0.79297 -2.25302 0.85188 0.237 -0.852 -0.605
O -0.24596 -1.18900 1.28365 -0.255 0.250 0.165
O -0.67947 -3.42275 1.09909 -0.074 0.343 0.325
H -0.95123 -1.81557 -1.23573 0.089 0.346 -0.178
H -2.22952 -0.90587 -0.29767 0.321 0.242 -0.040
H -2.33622 -2.64894 -0.54102 -0.027 -0.136 0.121
```
Positions in Å, forces in eV/Å.

Calculated values
Kohn-Sham gap (spin up / spin down) ... 0.37561 / 0.21898 Eh
2S+1 ... 2
Net charge ... 0



No. 6
C4H8NO3 | the ωB97M-V functional and the def2-TZVPD basis

```
16
Properties=species:S:1:pos:R:3:forces:R:3
N 1.19467 -0.38207 -0.61005 -0.987 -1.039 -0.181
C -0.37219 -0.19756 -0.42324 2.415 2.471 -1.465
C -0.60731 1.05859 0.39688 -4.638 0.964 0.682
C 0.38240 2.08147 0.48180 1.336 -0.180 1.548
O 1.39797 1.93649 -0.15994 1.331 2.438 0.116
C -0.89971 -1.41621 0.21022 1.233 -3.656 -4.124
O -1.73506 -1.48457 0.98547 -2.923 0.871 3.794
O -0.47947 -2.65310 -0.42209 1.552 1.021 2.735
H 1.35715 -0.78176 -1.54225 0.172 0.445 0.203
H 1.74803 0.52859 -0.36342 -1.260 -0.582 -1.005
H 1.48358 -1.11014 0.01848 0.229 -0.602 0.412
H -0.78167 0.06412 -1.43708 0.354 -1.143 0.792
H -1.39057 1.80580 -0.08113 0.786 -1.632 0.091
H -1.23010 0.90001 1.32142 1.084 -0.141 -0.476
H 0.20217 2.89869 1.23286 0.197 -0.171 -0.951
H -0.26988 -3.24835 0.39206 -0.881 0.936 -2.171
```
Positions in Å, forces in eV/Å.

Calculated values
Kohn-Sham gap ... 0.41562 Eh
2S+1 ... 1
Net charge ... +1
Structure (SMILES) ... [NH3+][C@H](CC=O)C(=O)O



No. 7
C4H8NO3S | the ωB97M-V functional and the def2-TZVPD basis

```
17
Properties=species:S:1:pos:R:3:forces:R:3
C -0.52758 -1.55815 0.56539 1.491 0.525 -0.738
C -0.18598 0.73004 1.63382 -0.935 0.823 -2.915
C -0.18571 0.51051 -1.00577 -3.815 -0.224 3.348
C 0.16664 -0.15493 0.36645 -0.802 -0.789 2.025
N 0.04178 -2.49361 -0.20332 2.838 1.971 -1.455
O 2.34003 -1.33524 -0.66678 0.531 0.156 -0.534
O -1.42612 -1.82629 1.33601 -1.064 0.521 0.640
O 2.46636 1.08006 0.12323 0.130 -1.210 -0.106
S 2.11380 -0.35309 0.45320 -1.093 1.462 0.236
H 0.67544 1.24115 1.92504 1.672 0.797 0.543
H -0.65941 0.36418 2.52008 -0.431 -0.975 0.027
H -0.80048 1.53770 1.18259 -0.128 -0.278 0.702
H -1.28089 0.26867 -1.33931 1.812 0.573 0.768
H 0.43268 0.11374 -1.67394 2.599 -1.547 -3.127
H -0.01406 1.56260 -0.91541 -0.033 0.638 -0.114
H 1.05717 -2.22984 -0.59806 -2.063 -0.632 0.584
H -0.37562 -3.36424 -0.27028 -0.709 -1.810 0.116
```
Positions in Å, forces in eV/Å.

Calculated values
Kohn-Sham gap ... 0.28237 Eh
2S+1 ... 1
Net charge ... -1



No. 8
C4H8NO3S | the ωB97M-V functional and the def2-TZVPD basis

```
17
Properties=species:S:1:pos:R:3:forces:R:3
C 0.77736 -0.22827 0.99100 -1.376 -0.276 -1.237
C -1.31313 -0.99592 -0.15637 0.751 1.742 0.877
C -1.07885 1.45639 0.42989 6.923 -0.741 1.490
C -0.70848 -0.01105 0.89757 -2.022 2.049 -1.527
N 1.34802 -0.66148 1.99790 -0.400 0.071 0.319
O 3.24002 -0.02357 -1.42404 -0.850 -0.580 0.332
O 1.27997 -1.27646 -2.37533 0.506 0.538 1.127
O 1.20430 1.18539 -2.13644 0.640 -2.151 1.325
S 1.78133 -0.11795 -1.60128 -0.692 2.239 -1.211
H -0.76601 -0.91920 -1.06609 1.061 -0.668 -0.490
H -2.29372 -0.79310 -0.53034 -1.111 0.521 0.593
H -1.29519 -1.89667 0.37279 0.076 -2.043 -0.106
H -0.62497 2.18844 1.19272 -1.221 -0.805 -1.041
H -2.05863 1.44482 0.28595 -4.199 0.675 -0.652
H -0.44251 1.52065 -0.45087 -0.573 0.818 -0.571
H -1.34021 -0.00323 1.79133 0.874 -1.161 0.758
H 2.29069 -0.86879 1.78163 1.613 -0.228 0.014
```
Positions in Å, forces in eV/Å.

Calculated values
Kohn-Sham gap (spin up / spin down) ... 0.27222 / 0.28797 Eh
2S+1 ... 1
Net charge ... -1



No. 9
C4H8NOP | the ωB97M-V functional and the def2-TZVPD basis

```
15
Properties=species:S:1:pos:R:3:forces:R:3
C -1.36015 -0.63466 -0.44422 0.240 -0.952 0.688
C 0.09142 -0.35185 -0.26806 -1.428 0.443 0.235
C 1.04440 -1.11051 -1.08465 -0.741 -1.261 1.106
C 0.72111 0.03560 1.06545 -2.623 -1.057 -2.851
N -0.75264 0.50702 -1.05260 -0.255 1.305 0.338
O -1.43791 3.62285 1.90771 -0.669 -0.248 2.812
P -1.10900 3.71773 0.51430 0.690 0.135 -2.896
H -1.67537 -1.41181 -1.12517 -0.038 -0.144 -0.272
H -2.02294 -0.58416 0.42117 0.044 0.603 -0.165
H 1.45679 -1.82099 -0.41453 1.066 -0.787 0.458
H 1.75163 -0.59748 -1.62002 2.003 1.742 -0.762
H 0.55926 -1.67946 -1.79983 -1.272 -1.166 -1.530
H 1.55886 0.45056 0.75037 4.416 1.876 -0.911
H 0.90158 -0.86683 1.49649 0.628 -2.347 1.862
H 0.27296 0.72399 1.65359 -2.062 1.859 1.888
```
Positions in Å, forces in eV/Å.

Calculated values
Kohn-Sham gap (spin up / spin down) ... 0.34418 / 0.23265 Eh
2S+1 ... 1
Net charge ... 0



No. 10
C4H8NOS | the ωB97M-V functional and the def2-TZVPD basis

```
15
Properties=species:S:1:pos:R:3:forces:R:3
C 1.59017 -0.00650 0.57339 0.863 -3.002 3.631
N 0.40152 0.11251 -0.23730 -0.358 -0.126 -0.824
C -0.08034 -1.19534 -0.63936 -1.630 -0.099 0.755
C -1.32111 -1.48980 -0.27315 0.608 1.228 -0.241
S -2.18884 -0.16443 0.45087 -0.062 0.620 0.521
C -0.77298 1.04090 0.33900 -0.093 -2.613 -0.273
O -0.95782 2.09193 -0.43415 4.435 1.158 2.691
H 1.40348 -0.33474 1.68001 -0.248 0.575 -2.083
H 2.31916 -0.77148 0.21434 -0.864 0.563 -0.231
H 2.08338 0.89402 0.62230 1.051 2.232 0.018
H 0.77358 0.58089 -1.05078 -0.414 0.537 -0.779
H 0.61208 -1.80948 -1.11478 0.983 -0.940 -0.736
H -1.86151 -2.39980 -0.43749 0.022 -0.355 -0.112
H -0.35092 1.28099 1.29487 -0.236 0.532 0.588
H -1.64986 2.17034 -0.98777 -4.055 -0.309 -2.927
```
Positions in Å, forces in eV/Å.

Calculated values
Kohn-Sham gap ... 0.38359 Eh
2S+1 ... 1
Net charge ... +1
Structure (SMILES) ... C[N@H+]1C=CS[C@@H]1O



Result set for molecular weight: 118.1, 118.1, 118.1, 118.1, 118.1, 118.1, 150.2, 150.2, 117.1, 118.2 g mol⁻¹, one per record in the order listed.
Result set for relative energy (zero: lowest compared OMol25 entry of this formula, charge and spin): 23.5, 191.0, 94.6, 11.8, 4.8, 41.7, 7.1, 71.4, 115.0, 26.7 kcal per mole, one per record in the order listed.